28
Properties=species:S:1:pos:R:3 method="wB97M-V/def2-TZVPD" gap_ev="5.22 / 5.24" relative_energy_kj_mol=0.0 e_homo_ha="-0.2122 / -0.2163" fmax_ha_per_bohr=0.09588 multiplicity=1
C -0.92 0.59 -2.65
C 0.02 1.23 -3.61
C 1.04 0.29 -3.97
C 0.70 -0.97 -3.39
C -0.45 -0.86 -2.48
Sc -0.54 -0.07 0.59
P -2.94 0.09 0.55
H -2.02 0.86 -2.42
H 0.02 2.29 -3.78
H 2.05 0.54 -4.36
H -1.23 -1.69 -2.23
H 1.27 -1.88 -3.44
H -3.52 -1.18 0.26
H -3.77 1.06 -0.04
H -3.08 0.24 1.97
C -0.27 -0.65 3.43
N 0.72 -0.15 2.47
C 1.43 1.06 2.67
C 2.28 1.17 1.60
N 2.02 0.06 0.79
C 1.31 -0.89 1.47
S 0.52 -2.30 0.70
H -1.05 0.13 3.59
H -0.73 -1.56 3.04
H 0.20 -0.95 4.39
H 1.40 1.68 3.55
H 2.98 1.95 1.36
H 2.56 -0.09 -0.06